{
  "formula": "C4H4O2",
  "method": "wB97M-V/def2-TZVPD",
  "orbital_gap_ev": 11.411,
  "mol_weight_g_mol": 84.07,
  "charge": 0,
  "largest_force_ev_per_a": 0.7,
  "smiles": "C#CC(=O)OC",
  "total_energy_ha": -305.22433,
  "species": ["C", "O", "H", "H", "O", "H", "C", "C", "C", "H"],
  "positions_angstrom": [[-2.934, 0.048, 0.058], [0.450, -0.402, -0.607], [1.958, 0.969, -0.295], [-3.994, 0.175, -0.008], [0.145, 0.445, 1.450], [2.201, -0.593, 0.506], [-1.738, -0.061, 0.157], [1.839, -0.111, -0.403], [-0.305, 0.005, 0.419], [2.378, -0.475, -1.277]]
}